(1)
C21H17F3N2O3S | wB97M-V/def2-TZVPD

```
! RIJCOSX wB97M-V def2-TZVPD def2/J DEFGRID3
* xyz 0 1
C -5.344 0.850 -0.304
C -4.455 0.286 -1.406
N -3.210 -0.238 -0.879
C -3.194 -1.318 0.013
C -4.224 -2.255 0.064
C -4.166 -3.306 0.960
C -3.085 -3.449 1.811
C -2.059 -2.521 1.764
C -2.115 -1.459 0.881
S -1.799 0.110 -1.684
O -1.005 -1.073 -1.831
O -2.115 0.870 -2.854
C -0.854 1.212 -0.606
C 0.463 0.892 -0.337
C 1.255 1.751 0.417
C 2.684 1.467 0.767
O 3.190 1.919 1.771
N 3.331 0.692 -0.151
C 4.653 0.247 -0.134
C 5.534 0.521 0.910
C 6.832 0.050 0.863
C 7.266 -0.697 -0.217
F 8.530 -1.150 -0.254
C 6.389 -0.974 -1.260
F 6.794 -1.697 -2.316
C 5.091 -0.507 -1.222
C 0.696 2.928 0.915
C -0.617 3.262 0.642
C -1.378 2.400 -0.132
F -2.651 2.716 -0.405
H -5.603 0.079 0.418
H -4.835 1.656 0.216
H -6.257 1.242 -0.744
H -4.170 1.074 -2.103
H -4.989 -0.486 -1.973
H -5.069 -2.174 -0.601
H -4.973 -4.024 0.985
H -3.042 -4.274 2.505
H -1.210 -2.616 2.425
H -1.319 -0.732 0.860
H 0.811 -0.061 -0.709
H 2.807 0.419 -0.971
H 5.199 1.104 1.751
H 7.523 0.257 1.665
H 4.432 -0.739 -2.045
H 1.314 3.574 1.520
H -1.056 4.174 1.013
*
```

Summary:
**ΔE to the lowest compared entry with this formula, charge and spin**: 0.000 eV
**Kohn-Sham gap**: 0.326 Eh
**HOMO**: -8.8 eV
**Total energy**: -50163.1746 eV
**LUMO**: 0.0011 Ha
**Structure (SMILES)**: CCN(c1ccccc1)S(=O)(=O)c1cc(C(=O)Nc2ccc(F)c(F)c2)ccc1F
**Largest force on an atom**: 0.024 hartree/bohr

(2)
C4H9N4 | wB97M-V/def2-TZVPD

```
! RIJCOSX wB97M-V def2-TZVPD def2/J DEFGRID3
* xyz 1 1
C -4.913 -0.003 0.192
C -3.751 0.521 0.516
C 3.213 -0.370 -0.391
C 2.278 0.781 -0.328
N 0.287 0.707 0.926
N -2.738 0.698 -0.367
N -1.739 0.605 -0.830
N 1.444 0.715 0.834
H -5.685 0.045 0.982
H -5.269 -0.425 -0.786
H -3.533 0.638 1.585
H 4.135 -0.263 -0.885
H 3.544 -0.576 0.669
H 2.849 -1.373 -0.668
H 1.843 0.802 -1.312
H 2.713 1.792 -0.040
H -0.475 0.505 0.054
*
```

Summary:
**ΔE to the lowest compared entry with this formula, charge and spin**: 6.617 eV
**Kohn-Sham gap (alpha / beta)**: 0.278 / 0.221 Eh
**HOMO (alpha / beta)**: -13.0 / -12.0 eV
**Total energy**: -10241.3809 eV
**LUMO (alpha / beta)**: -0.2002 / -0.2202 Ha
**Largest force on an atom**: 0.081 hartree/bohr

(3)
C24H60ClN4O12 | wB97M-V/def2-TZVPD

```
! RIJCOSX wB97M-V def2-TZVPD def2/J DEFGRID3
* xyz -1 1
Cl -1.486 -4.091 0.624
O -0.692 -4.992 -0.208
O -1.764 -4.817 1.905
O -0.750 -2.862 0.810
O -2.620 -3.665 -0.095
C -5.619 10.076 6.600
O -4.948 9.276 5.538
C -3.548 9.206 5.846
C -2.777 8.428 4.887
N -1.508 7.836 5.432
C -1.517 6.822 6.471
C -1.896 5.437 5.864
O -1.067 5.075 4.752
C -0.926 3.699 4.553
H -5.790 9.525 7.525
H -6.586 10.343 6.174
H -5.064 10.993 6.800
H -3.364 9.008 6.902
H -3.112 10.192 5.682
H -2.586 9.037 4.004
H -3.393 7.605 4.527
H -1.121 7.255 4.703
H -2.016 6.913 7.436
H -0.500 6.747 6.857
H -2.962 5.577 5.685
H -1.784 4.686 6.646
H -0.170 3.756 3.770
H -1.806 3.336 4.022
H -0.575 3.191 5.451
C -3.743 5.141 -1.839
O -3.754 3.706 -1.488
C -3.043 3.492 -0.159
C -4.131 3.184 0.943
N -4.917 1.953 0.700
C -5.851 1.443 1.743
C -5.155 0.847 2.985
O -6.073 0.301 3.931
C -5.348 -0.347 4.994
H -4.000 5.136 -2.898
H -2.869 5.716 -1.534
H -4.606 5.454 -1.250
H -2.436 4.375 0.039
H -2.239 2.806 -0.423
H -4.719 4.081 0.749
H -3.643 3.223 1.916
H -4.334 1.293 0.207
H -6.486 0.633 1.386
H -6.433 2.292 2.102
H -4.651 1.646 3.529
H -4.528 0.004 2.695
H -6.064 -0.321 5.816
H -4.557 0.244 5.456
H -5.045 -1.319 4.606
C 1.126 -1.233 -6.857
O 1.588 -2.007 -5.757
C 0.539 -2.831 -5.208
C 0.497 -4.266 -5.844
N 1.626 -5.081 -5.362
C 1.455 -6.318 -6.145
C 2.778 -7.179 -5.984
O 3.859 -6.364 -6.499
C 4.451 -6.860 -7.675
H 0.781 -1.955 -7.597
H 2.020 -0.665 -7.115
H 0.351 -0.487 -6.683
H -0.493 -2.500 -5.327
H 0.747 -2.832 -4.138
H 0.372 -4.203 -6.925
H -0.481 -4.680 -5.597
H 1.227 -5.354 -4.476
H 1.353 -6.266 -7.229
H 0.586 -6.961 -6.003
H 2.635 -8.054 -6.618
H 2.869 -7.545 -4.961
H 3.735 -6.464 -8.395
H 4.630 -7.935 -7.670
H 5.396 -6.322 -7.737
C 8.077 -6.632 -2.499
O 6.930 -5.900 -2.125
C 6.579 -6.081 -0.751
C 5.143 -5.637 -0.521
N 4.838 -4.210 -0.770
C 5.472 -3.306 0.195
C 4.988 -1.777 -0.043
O 4.972 -1.498 -1.442
C 4.206 -0.240 -1.554
H 8.376 -6.260 -3.478
H 7.771 -7.655 -2.720
H 8.817 -6.414 -1.729
H 7.367 -5.524 -0.243
H 6.766 -7.105 -0.428
H 4.940 -5.832 0.532
H 4.410 -6.282 -1.005
H 3.899 -4.160 -0.402
H 6.558 -3.352 0.117
H 5.115 -3.655 1.164
H 5.658 -1.078 0.456
H 4.007 -1.726 0.430
H 4.861 0.567 -1.225
H 3.309 -0.236 -0.935
H 3.864 -0.222 -2.589
*
```

Summary:
**ΔE to the lowest compared entry with this formula, charge and spin**: 6.002 eV
**Kohn-Sham gap**: 0.283 Eh
**HOMO**: -5.8 eV
**Total energy**: -68897.3942 eV
**LUMO**: 0.0719 Ha
**Largest force on an atom**: 0.067 hartree/bohr

(4)
C5H12NO3 | wB97M-V/def2-TZVPD

```
! RIJCOSX wB97M-V def2-TZVPD def2/J DEFGRID3
* xyz -1 1
C 1.554 -1.320 -0.839
O 0.946 -1.075 -2.144
C 1.902 0.027 -0.208
C 0.725 0.705 0.531
C -0.057 -0.168 1.514
C -1.427 0.504 1.669
N -2.302 0.026 0.777
O -1.582 1.486 2.433
H 2.443 -1.859 -1.120
H 0.791 -1.897 -0.322
H 2.142 0.628 -1.093
H 2.766 0.000 0.468
H 1.091 1.609 1.024
H 0.047 1.093 -0.228
H 0.444 -0.266 2.473
H -0.311 -1.151 1.134
H -3.125 0.617 0.782
H 0.211 -0.443 -2.075
H -2.425 0.080 -2.168
H -1.856 0.564 -0.824
O -1.976 0.839 -1.782
*
```

Summary:
**ΔE to the lowest compared entry with this formula, charge and spin**: 1.491 eV
**Kohn-Sham gap**: 0.285 Eh
**HOMO**: -4.0 eV
**Total energy**: -13013.4038 eV
**LUMO**: 0.1375 Ha
**Largest force on an atom**: 0.040 hartree/bohr

(5)
C4H8N2 | wB97M-V/def2-TZVPD

```
! RIJCOSX wB97M-V def2-TZVPD def2/J DEFGRID3
* xyz 0 1
C 1.921 -0.058 -0.115
N 1.178 -1.214 0.381
C 0.619 -0.431 -0.712
C -0.582 0.432 -0.445
C -1.807 -0.118 0.179
N -0.870 0.688 0.962
H 2.850 -0.283 -0.634
H 1.943 0.838 0.502
H 0.695 -0.938 1.238
H 0.607 -0.943 -1.674
H -0.723 1.255 -1.146
H -1.842 -1.171 0.450
H -2.769 0.313 -0.092
H -1.220 1.630 1.105
*
```

Summary:
**ΔE to the lowest compared entry with this formula, charge and spin**: 2.072 eV
**Kohn-Sham gap**: 0.378 Eh
**HOMO**: -9.2 eV
**Total energy**: -7255.8031 eV
**LUMO**: 0.0396 Ha
**Structure (SMILES)**: C1N[C@H]1[C@H]1CN1
**Largest force on an atom**: 0.006 hartree/bohr

(6)
C23H36NO24PS | wB97M-V/def2-TZVPD

```
! RIJCOSX wB97M-V def2-TZVPD def2/J DEFGRID3
* xyz 0 1
C -1.951 4.993 -1.274
C -2.394 4.059 -0.134
C -3.294 2.904 -0.586
O -2.855 1.572 -0.208
N -1.481 1.292 -0.572
P -0.716 0.504 0.748
O 0.671 0.972 0.943
C -1.484 0.728 -1.855
O -1.725 1.315 -2.840
O -1.252 -0.641 -1.859
C 0.024 -1.165 -2.091
S 0.909 -0.494 -3.513
O 1.516 0.752 -3.122
O 0.123 -0.612 -4.706
H -2.129 6.049 -1.067
H -0.890 4.880 -1.500
H -2.504 4.762 -2.189
H -1.524 3.654 0.388
H -2.948 4.641 0.610
H -4.278 2.948 -0.111
H -3.456 2.929 -1.666
H -0.870 -0.875 0.567
H -1.573 0.842 1.781
H -0.094 -2.230 -2.316
H 0.706 -1.054 -1.237
H 1.899 -1.420 -3.586
O -3.501 -0.691 1.532
C -3.342 -1.477 2.417
O -2.174 -1.617 3.088
C -2.406 -2.450 4.237
C -3.629 -3.239 3.805
O -4.266 -2.324 2.888
H -1.534 -3.064 4.437
H -2.601 -1.803 5.093
H -3.371 -4.150 3.270
H -4.311 -3.481 4.613
O 2.421 -1.943 6.170
C 2.617 -1.070 5.386
O 1.912 -0.877 4.253
C 2.284 0.389 3.681
C 3.664 0.599 4.275
O 3.584 -0.130 5.506
H 2.257 0.340 2.598
H 1.574 1.148 4.010
H 4.451 0.159 3.660
H 3.895 1.641 4.470
O 1.838 4.837 1.983
C 2.793 4.966 2.670
O 3.399 6.143 2.955
C 4.358 5.934 3.993
C 4.661 4.451 3.852
O 3.441 3.948 3.299
H 5.217 6.579 3.834
H 3.894 6.172 4.952
H 5.471 4.259 3.147
H 4.872 3.955 4.796
O -1.386 7.007 -3.733
C -0.813 6.107 -4.255
O -1.165 5.550 -5.437
C -0.152 4.618 -5.826
C 0.495 4.279 -4.493
O 0.263 5.476 -3.742
H -0.610 3.767 -6.323
H 0.538 5.117 -6.509
H 0.002 3.451 -3.989
H 1.562 4.086 -4.553
O -2.581 -5.986 4.573
C -1.894 -6.780 4.011
O -2.235 -7.417 2.870
C -1.086 -8.116 2.375
C -0.255 -8.291 3.637
O -0.671 -7.167 4.422
H -1.397 -9.049 1.914
H -0.590 -7.488 1.635
H -0.506 -9.203 4.178
H 0.817 -8.245 3.474
O 0.251 -5.462 -9.007
C 0.394 -4.821 -8.019
O 0.419 -3.471 -7.960
C 0.379 -3.063 -6.588
C 0.930 -4.294 -5.886
O 0.561 -5.345 -6.777
H 0.974 -2.168 -6.446
H -0.653 -2.851 -6.310
H 2.019 -4.273 -5.802
H 0.495 -4.475 -4.906
*
```

Summary:
**Kohn-Sham gap**: 0.362 Eh
**HOMO**: -10.2 eV
**Total energy**: -95185.8884 eV
**LUMO**: -0.0127 Ha
**Structure (SMILES)**: CCCON([PH2]=O)C(=O)OC[SH](=O)=O.O=C1OCCO1.O=C1OCCO1.O=C1OCCO1.O=C1OCCO1.O=C1OCCO1.O=C1OCCO1
**Largest force on an atom**: 0.028 hartree/bohr

> Number 5 is which compound?

C4H8N2

> Among the records above, which one has the lowest total energy?

C23H36NO24PS

> Look up the largest force on an atom of the fifth one.

0.006 hartree/bohr

What did the fourth record say?
C5H12NO3 | wB97M-V/def2-TZVPD

```
! RIJCOSX wB97M-V def2-TZVPD def2/J DEFGRID3
* xyz -1 1
C 1.554 -1.320 -0.839
O 0.946 -1.075 -2.144
C 1.902 0.027 -0.208
C 0.725 0.705 0.531
C -0.057 -0.168 1.514
C -1.427 0.504 1.669
N -2.302 0.026 0.777
O -1.582 1.486 2.433
H 2.443 -1.859 -1.120
H 0.791 -1.897 -0.322
H 2.142 0.628 -1.093
H 2.766 0.000 0.468
H 1.091 1.609 1.024
H 0.047 1.093 -0.228
H 0.444 -0.266 2.473
H -0.311 -1.151 1.134
H -3.125 0.617 0.782
H 0.211 -0.443 -2.075
H -2.425 0.080 -2.168
H -1.856 0.564 -0.824
O -1.976 0.839 -1.782
*
```

Summary:
**ΔE to the lowest compared entry with this formula, charge and spin**: 1.491 eV
**Kohn-Sham gap**: 0.285 Eh
**HOMO**: -4.0 eV
**Total energy**: -13013.4038 eV
**LUMO**: 0.1375 Ha
**Largest force on an atom**: 0.040 hartree/bohr